No. 1
Density functional theory data (ωB97M-V/def2-TZVPD) for a molecular structure, C41H66FN7PSSi4TeV at a distorted geometry.

Atoms and positions in Å:
1 V -0.061 -1.174 -0.078
2 C -0.908 0.833 5.128
3 C -1.660 -0.332 5.065
4 C -1.636 -1.131 3.938
5 C -0.848 -0.775 2.833
6 C -0.108 0.412 2.897
7 C -0.138 1.199 4.031
8 N -0.706 -1.587 1.708
9 N -1.237 -2.800 1.882
10 C -0.921 -3.683 0.930
11 C -1.284 -5.038 1.089
12 C -0.853 -5.958 0.170
13 C -0.043 -5.542 -0.893
14 C 0.264 -4.203 -0.997
15 N -0.191 -3.276 -0.147
16 H -0.912 1.446 6.020
17 H -2.274 -0.626 5.908
18 H -2.210 -2.043 3.885
19 H 0.535 0.661 2.063
20 H 0.461 2.101 4.068
21 H -1.869 -5.305 1.957
22 H -1.106 -7.005 0.279
23 H 0.354 -6.238 -1.616
24 H 0.941 -3.861 -1.771
25 F 4.151 2.885 -1.845
26 C 3.147 2.064 -1.451
27 C 3.156 0.743 -1.847
28 C 2.118 -0.072 -1.419
29 C 1.077 0.375 -0.593
30 C 1.118 1.731 -0.245
31 C 2.140 2.576 -0.657
32 H 3.956 0.356 -2.467
33 H 2.158 -1.115 -1.742
34 H 0.331 2.155 0.372
35 H 2.157 3.621 -0.371
36 C 3.857 -1.333 0.900
37 N 5.028 -1.895 1.576
38 C 5.254 -1.140 2.802
39 N 4.096 -1.183 3.699
40 C 2.940 -0.639 2.979
41 N 2.648 -1.377 1.746
42 C 2.411 -2.784 2.102
43 N 3.552 -3.380 2.800
44 C 4.720 -3.284 1.915
45 C 3.815 -2.589 4.000
46 H 3.687 -1.903 -0.013
47 H 4.066 -0.292 0.645
48 H 5.458 -0.099 2.537
49 H 6.124 -1.549 3.325
50 H 3.136 0.407 2.727
51 H 2.071 -0.679 3.640
52 H 2.238 -3.354 1.186
53 H 1.530 -2.850 2.747
54 H 4.509 -3.824 0.990
55 H 5.583 -3.738 2.412
56 H 4.679 -3.016 4.519
57 H 2.941 -2.640 4.655
58 C -0.825 4.218 -2.118
59 Si -1.720 4.479 -0.464
60 C -2.878 5.980 -0.661
61 C -0.402 5.022 0.798
62 Si -3.045 2.605 0.146
63 Te -2.201 0.237 -0.178
64 Si -4.848 2.518 -1.411
65 C -5.936 1.000 -1.059
66 C -6.075 3.972 -1.556
67 C -4.112 2.314 -3.155
68 Si -4.000 2.968 2.281
69 C -4.511 1.291 2.989
70 C -2.856 3.861 3.505
71 C -5.570 4.042 2.171
72 H -0.231 5.088 -2.404
73 H -1.539 4.018 -2.920
74 H -0.151 3.361 -2.054
75 H -2.343 6.860 -1.021
76 H -3.342 6.234 0.295
77 H -3.681 5.761 -1.365
78 H 0.137 5.904 0.449
79 H 0.330 4.231 0.975
80 H -0.859 5.266 1.758
81 H -6.632 1.192 -0.240
82 H -5.305 0.158 -0.766
83 H -6.519 0.704 -1.932
84 H -6.619 4.138 -0.625
85 H -6.807 3.763 -2.339
86 H -5.575 4.906 -1.814
87 H -3.199 1.718 -3.103
88 H -3.853 3.281 -3.591
89 H -4.798 1.811 -3.838
90 H -3.660 0.611 2.953
91 H -5.303 0.851 2.378
92 H -4.860 1.348 4.021
93 H -1.899 3.350 3.575
94 H -3.293 3.895 4.505
95 H -2.670 4.887 3.181
96 H -6.389 3.480 1.717
97 H -5.397 4.930 1.559
98 H -5.892 4.372 3.161
99 S 3.351 -3.536 -2.111
100 C 4.635 -3.487 -3.278
101 C 5.913 -3.027 -2.928
102 C 6.937 -3.003 -3.859
103 C 6.723 -3.437 -5.161
104 C 5.458 -3.880 -5.527
105 C 4.427 -3.903 -4.602
106 H 6.078 -2.689 -1.912
107 H 7.915 -2.638 -3.566
108 H 7.532 -3.427 -5.881
109 H 5.273 -4.208 -6.544
110 H 3.440 -4.248 -4.884
111 C -2.303 -1.972 -2.759
112 P -0.609 -1.286 -2.453
113 C 0.282 -2.302 -3.718
114 C -0.655 0.281 -3.415
115 H -2.337 -2.508 -3.708
116 H -3.044 -1.176 -2.763
117 H -2.554 -2.672 -1.959
118 H -0.020 -1.984 -4.717
119 H 0.027 -3.353 -3.593
120 H 1.363 -2.198 -3.615
121 H -1.271 0.160 -4.306
122 H 0.366 0.530 -3.711
123 H -1.043 1.092 -2.802

Summary:
net charge: -1
expectation value of S²: 3.801
multiplicity: 4
energy above the lowest of the compared OMol25 structures with the same formula, charge and spin: 171.9 kJ/mol


No. 2
Density functional theory data (ωB97M-V/def2-TZVPD) for a molecular structure, C15H11N2O6S2 at a distorted geometry.

Atoms and positions in Å:
1 O 0.727 0.562 4.114
2 O -3.184 4.531 2.891
3 O -2.212 -1.757 0.678
4 O 2.531 1.000 -0.685
5 O 0.964 0.314 -2.414
6 O -0.316 -1.441 3.851
7 S -0.251 -2.735 -4.620
8 C 0.096 -0.331 3.436
9 C -1.995 4.212 2.842
10 C -0.997 -1.846 0.514
11 C 1.350 -2.846 -5.262
12 C 2.265 -3.243 -4.354
13 C 1.650 -3.197 -2.954
14 C 0.262 -3.016 -2.917
15 C -0.054 -0.061 1.872
16 C -0.297 1.218 1.293
17 C -0.564 -2.834 -1.769
18 C -0.250 -2.034 -0.651
19 C -1.691 3.229 1.865
20 C -0.575 2.352 2.050
21 N -1.291 4.812 3.813
22 N 0.074 -1.193 1.059
23 C -0.112 1.411 -0.224
24 C 0.936 -1.253 -0.193
25 S 1.165 0.348 -0.972
26 H 1.617 -2.816 -6.308
27 H 3.339 -3.396 -4.414
28 H 2.115 -3.377 -1.978
29 H -1.475 -3.461 -1.728
30 H -2.462 3.034 1.126
31 H 0.199 2.660 2.695
32 H -0.508 4.405 4.163
33 H -1.947 5.193 4.533
34 H 0.133 2.446 -0.460
35 H -1.074 1.101 -0.695
36 H 1.831 -1.993 -0.197

Summary:
net charge: -1
energy above the lowest of the compared OMol25 structures with the same formula, charge and spin: 142.1 kJ/mol


No. 3
Density functional theory data (ωB97M-V/def2-TZVPD) for a molecular structure, C11H19N2SV.

Atoms and positions in Å:
1 V -0.409 -0.716 0.051
2 C -1.814 0.735 1.006
3 C -2.550 -0.071 0.093
4 C -2.484 -1.419 0.544
5 C -1.704 -1.449 1.731
6 C -1.289 -0.116 2.020
7 C -0.585 0.322 3.271
8 C -1.431 -2.649 2.586
9 C -3.169 -2.589 -0.096
10 C -3.306 0.419 -1.104
11 C -1.675 2.226 0.942
12 H -1.294 0.396 4.098
13 H -0.136 1.312 3.165
14 H 0.187 -0.385 3.582
15 H -2.198 -2.749 3.358
16 H -0.469 -2.577 3.092
17 H -1.434 -3.571 2.007
18 H -4.198 -2.668 0.260
19 H -2.671 -3.529 0.138
20 H -3.212 -2.495 -1.181
21 H -4.320 0.709 -0.821
22 H -3.394 -0.348 -1.872
23 H -2.834 1.292 -1.555
24 H -0.761 2.575 1.422
25 H -2.513 2.710 1.448
26 H -1.665 2.587 -0.086
27 N 4.179 0.408 0.262
28 C 2.872 0.346 0.486
29 N 2.404 0.740 1.665
30 S 1.868 -0.233 -0.778
31 H 4.828 0.776 0.938
32 H 4.536 0.097 -0.626
33 H 3.011 1.052 2.406
34 H 1.413 0.712 1.842

Summary:
net charge: +1
expectation value of S²: 3.779
multiplicity: 4
energy above the lowest of the compared OMol25 structures with the same formula, charge and spin: 0.0 kJ/mol


No. 4
Density functional theory data (ωB97M-V/def2-TZVPD) for a molecular structure, C3H6O4Rb at a distorted geometry.

Atoms and positions in Å:
1 C 1.252 0.133 2.398
2 C 2.523 -0.225 1.726
3 H 1.417 0.487 3.433
4 H 0.567 -0.729 2.447
5 H 2.774 -1.273 1.562
6 H 3.190 0.557 1.360
7 O 0.579 1.239 1.804
8 O 0.473 0.988 0.412
9 C -0.788 0.514 0.100
10 O -1.186 1.026 -0.959
11 Rb -4.277 1.243 1.334
12 O -2.354 -1.443 -5.541
13 H -2.748 -1.003 -4.770
14 H -1.422 -1.514 -5.307

Summary:
net charge: 0
expectation value of S²: 0.754
multiplicity: 2
energy above the lowest of the compared OMol25 structures with the same formula, charge and spin: 481.1 kJ/mol


no.,calculated total energy (eV)
1,-141356.035
2,-52665.418
3,-51213.741
4,-12046.458